Entry 1:
Molecular formula: C4H7BN2O
Method: DFT, ωB97M-V/def2-TZVPD

largest force on an atom = 0.1476 hartree/bohr
highest occupied orbital energy = -8.175 eV
SMILES = Cn1nccc1BO
ΔE to the lowest compared entry with this formula, charge and spin = 302.07 kJ/mol
electronic energy = -366.13311 hartree

CARTESIAN COORDINATES (ANGSTROEM)
H1 -2.324 -2.607 0.399
C1 1.349 -1.137 -0.768
C2 -0.443 0.117 0.339
O1 -1.479 -2.069 0.369
H2 1.304 3.075 -0.389
C3 0.735 2.203 -0.021
N1 0.766 0.021 -0.167
C4 -0.441 1.996 0.496
H3 0.456 -1.677 -1.068
B1 -1.611 -0.758 0.753
H4 1.866 -1.874 -0.152
N2 1.455 1.142 -0.320
H5 -1.127 2.487 1.050
H6 -2.550 -0.035 1.080
H7 2.045 -0.882 -1.601

These are the Mulliken partial charges, in e, on atoms 1 to 5: number 1, H, carries 0.309; number 2, C, carries -0.790; number 3, C, carries 0.074; number 4, O, carries -0.542; number 5, H, carries 0.418

=====

Entry 2:
Molecular formula: C2H4Cl3P
Method: DFT, ωB97M-V/def2-TZVPD

largest force on an atom = 0.0715 hartree/bohr
highest occupied orbital energy (alpha / beta) = -9.741 / -9.742 eV
ΔE to the lowest compared entry with this formula, charge and spin = 201.37 kJ/mol
electronic energy = -1800.42183 hartree

CARTESIAN COORDINATES (ANGSTROEM)
H1 0.942 0.673 1.125
P1 -0.589 1.315 -0.860
Cl1 -0.018 -2.218 1.517
C1 0.208 0.223 0.394
Cl2 -0.997 -1.416 -1.247
C2 0.215 -1.261 0.058
Cl3 -1.765 0.804 1.880
H2 0.463 2.336 -0.453
H3 1.188 -1.454 -0.386
H4 0.353 0.998 -2.027

These are the Mulliken partial charges, in e, on atoms 1 to 5: number 1, H, carries 0.463; number 2, P, carries 0.002; number 3, Cl, carries -0.087; number 4, C, carries -0.683; number 5, Cl, carries -0.136

=====

Entry 3:
Molecular formula: C8H11NO4
Method: DFT, ωB97M-V/def2-TZVPD

largest force on an atom = 0.0792 hartree/bohr
highest occupied orbital energy = -9.738 eV
SMILES = C[C@]12CCC[C@H](C=O)[C@@]1([N+](=O)[O-])O2
ΔE to the lowest compared entry with this formula, charge and spin = 509.18 kJ/mol
electronic energy = -666.95610 hartree

CARTESIAN COORDINATES (ANGSTROEM)
O1 -2.026 0.885 -2.273
H1 1.295 2.131 -0.594
C1 -1.831 -1.532 -0.948
O2 -1.081 1.217 1.561
H2 -2.650 -0.849 -0.680
O3 0.127 -0.534 -1.782
H3 0.829 -0.278 2.374
H4 -1.757 -1.567 -2.049
C2 1.267 -0.690 1.415
H5 2.477 0.978 1.303
H6 0.025 -2.450 0.962
C3 -0.217 1.828 1.029
H7 2.154 -1.102 1.740
C4 -0.192 0.558 -0.988
N1 -1.399 1.281 -1.349
H8 2.478 0.293 -0.184
H9 -2.019 -2.565 -0.608
C5 1.799 0.502 0.622
O4 -1.559 2.348 -0.759
H10 0.108 2.685 1.590
C6 0.708 1.372 -0.054
C7 0.555 -1.610 0.434
C8 -0.493 -0.998 -0.590
H11 1.402 -1.903 -0.171

These are the Mulliken partial charges, in e, on atoms 1 to 5: number 1, O, carries -0.620; number 2, H, carries 0.343; number 3, C, carries -1.544; number 4, O, carries -0.451; number 5, H, carries 0.307

=====

Entry 4:
Molecular formula: C14H33BBaF4O8
Method: DFT, ωB97M-V/def2-TZVPD

largest force on an atom = 0.0372 hartree/bohr
highest occupied orbital energy = -8.670 eV
ΔE to the lowest compared entry with this formula, charge and spin = 35.56 kJ/mol
electronic energy = -1605.25953 hartree

CARTESIAN COORDINATES (ANGSTROEM)
H1 -8.917 -11.408 -1.739
H2 -10.991 -9.742 -4.730
H3 -5.232 -8.105 -0.488
C1 -11.001 -9.909 -2.592
H4 -9.660 -9.334 0.402
H5 -9.057 -11.321 -3.569
H6 -6.217 -9.310 -1.228
C2 -7.090 -3.832 -1.677
C3 -9.674 -8.250 0.242
C4 -12.077 -7.157 -4.747
F1 -7.287 -7.592 -6.604
H7 -8.864 -3.967 0.191
H8 -12.115 -7.575 -5.755
C5 -6.734 -4.687 -5.183
H9 -7.307 -9.039 0.631
H10 -12.993 -3.413 -2.659
H11 -7.239 -5.358 -5.883
O1 -11.258 -5.877 -1.703
H12 -13.386 -4.524 -1.357
O2 -11.337 -7.934 -3.818
H13 -7.890 -3.132 -1.935
C6 -8.115 -4.762 0.202
H14 -11.192 -10.982 -2.507
H15 -7.296 -4.474 0.870
C7 -8.822 -10.799 -2.639
O3 -9.605 -9.632 -2.504
H16 -7.770 -10.530 -2.756
F2 -9.301 -7.061 -5.666
H17 -5.671 -4.802 -5.415
H18 -7.136 -7.302 0.811
H19 -5.337 -4.583 -2.828
H20 -6.171 -3.168 -3.417
H21 -12.611 -9.566 -3.969
H22 -9.662 -7.806 1.242
H23 -8.560 -5.677 0.581
C8 -5.324 -7.862 -3.119
B1 -8.437 -8.114 -5.967
H24 -5.195 -8.945 -3.158
H25 -10.568 -7.930 -0.283
F3 -9.087 -9.024 -6.794
Ba1 -8.987 -6.692 -3.026
O4 -7.062 -5.017 -3.852
H26 -11.587 -6.190 -4.842
H27 -5.616 -7.512 -4.108
H28 -4.371 -7.383 -2.860
C9 -11.545 -9.331 -3.878
C10 -7.306 -8.094 0.074
O5 -8.554 -7.931 -0.563
C11 -11.321 -4.671 -2.088
O6 -7.623 -5.007 -1.103
O7 -6.285 -7.456 -2.155
F4 -8.043 -8.672 -4.732
H29 -7.073 -3.702 -5.519
O8 -10.342 -4.103 -2.629
C12 -12.592 -3.907 -1.772
H30 -13.094 -7.005 -4.377
H31 -12.372 -3.136 -1.031
H32 -11.518 -9.444 -1.748
C13 -6.334 -4.156 -2.974
C14 -6.201 -8.238 -0.991
H33 -6.395 -3.358 -0.978

These are the Mulliken partial charges, in e, on atoms 1 to 5: number 1, H, carries 0.341; number 2, H, carries 0.261; number 3, H, carries 0.352; number 4, C, carries -0.831; number 5, H, carries 0.282

=====

Entry 5:
Molecular formula: C4H7NO
Method: DFT, ωB97M-V/def2-TZVPD

largest force on an atom = 0.0080 hartree/bohr
highest occupied orbital energy = -8.865 eV
ΔE to the lowest compared entry with this formula, charge and spin = 506.90 kJ/mol
electronic energy = -286.43858 hartree

CARTESIAN COORDINATES (ANGSTROEM)
O1 -1.124 -1.609 -0.325
H1 1.670 -0.023 -1.236
H2 0.923 2.006 0.174
H3 0.608 0.205 1.950
H4 -1.741 -0.865 -0.438
C1 0.260 1.160 -0.024
H5 0.817 -1.799 0.179
N1 -1.070 1.195 0.374
H6 -1.066 0.401 1.439
H7 0.057 0.108 -2.004
C2 0.100 -1.007 -0.041
C3 0.595 0.060 -1.054
C4 0.021 0.093 1.040

These are the Mulliken partial charges, in e, on atoms 1 to 5: number 1, O, carries -0.580; number 2, H, carries 0.291; number 3, H, carries 0.377; number 4, H, carries 0.382; number 5, H, carries 0.453

=====

Entry 6:
Molecular formula: C16H26BrClFN3O2
Method: DFT, ωB97M-V/def2-TZVPD

largest force on an atom = 0.0993 hartree/bohr
highest occupied orbital energy = -10.003 eV
SMILES = CCCN[C@@](C#N)(CC(=O)Cl)[C@@](F)(C#N)CCCBr.CCOCC
electronic energy = -4073.99827 hartree

CARTESIAN COORDINATES (ANGSTROEM)
H1 -2.126 -1.446 1.055
Br1 -5.373 1.815 2.476
H2 2.815 -0.584 1.800
H3 4.210 0.887 3.211
N1 -1.242 0.498 -1.026
C1 5.527 -0.970 -0.049
H4 7.324 -2.103 0.319
H5 -6.040 0.649 -0.395
H6 -6.708 2.843 0.617
H7 5.825 -3.031 0.520
H8 0.500 -0.728 -1.513
C2 -5.345 1.506 -0.450
C3 -2.039 -0.734 -1.080
C4 0.734 2.596 -0.366
H9 -0.508 -1.513 0.363
H10 6.014 0.004 0.073
O1 -2.598 -3.852 -0.067
H11 5.536 -1.187 -1.118
C5 1.091 1.089 -0.518
N2 -4.833 -1.888 0.668
H12 -1.197 0.733 -0.033
H13 4.089 1.534 1.563
H14 -3.345 1.863 -1.168
H15 0.587 3.114 -1.329
C6 4.476 0.710 2.167
H16 0.223 0.816 -2.508
Cl1 -0.167 -3.904 -0.959
H17 -0.224 2.656 0.195
C7 -5.646 2.538 0.658
H18 -3.373 1.268 0.485
H19 5.564 0.733 2.093
H20 2.123 0.920 -0.890
C8 -1.887 -1.468 -2.410
C9 -4.419 -1.341 -0.219
C10 -3.834 1.113 -0.518
C11 -1.677 -3.183 -0.247
C12 3.901 -0.613 1.693
H21 6.328 -1.884 1.757
H22 0.954 0.561 0.455
C13 -3.581 -0.323 -0.995
H23 -5.572 2.021 -1.411
C14 0.144 0.322 -1.522
C15 -1.580 -1.663 0.113
H24 -5.039 3.455 0.557
N3 -1.759 -2.122 -3.316
H25 1.521 3.064 0.258
F1 -4.084 -0.382 -2.310
C16 6.295 -2.058 0.680
O2 4.161 -0.886 0.324
H26 4.251 -1.442 2.318

These are the Mulliken partial charges, in e, on atoms 1 to 5: number 1, H, carries 0.403; number 2, Br, carries -0.183; number 3, H, carries 0.239; number 4, H, carries 0.406; number 5, N, carries -0.320